No. 1
{
  "formula": "CH2O2S2",
  "method": "wB97M-V/def2-TZVPD",
  "e_homo_ev": [-9.076, -9.403],
  "homo_lumo_gap_ev": [7.312, 7.555],
  "e_above_lowest_ev": 4.344,
  "largest_force_ha_per_bohr": 0.089,
  "lumo_energy_ev": [-1.7640, -1.8474],
  "elements": ["C", "O", "O", "S", "S", "H", "H"],
  "coordinates": [[0.11163, -0.35259, -1.26740], [-1.14223, -2.31847, -0.27309], [0.50535, 0.55770, -2.13085], [-0.37545, -0.09115, 1.55779], [-0.34957, -1.91336, -1.48464], [1.11747, 1.17389, -1.87122], [-0.71321, -1.32119, 1.06915]]
}

=====

No. 2
{
  "formula": "C14H48O10",
  "method": "wB97M-V/def2-TZVPD",
  "e_homo_ev": -9.567,
  "homo_lumo_gap_ev": 10.094,
  "e_above_lowest_ev": 1.306,
  "largest_force_ha_per_bohr": 0.060,
  "lumo_energy_ev": 0.5273,
  "smiles": "CCO.CCO.CCO.CCO.CCO.CCO.CCO.O.O.O",
  "elements": ["C", "C", "O", "H", "H", "H", "H", "H", "H", "C", "C", "O", "H", "H", "H", "H", "H", "H", "C", "C", "O", "H", "H", "H", "H", "H", "H", "C", "C", "O", "H", "H", "H", "H", "H", "H", "C", "C", "O", "H", "H", "H", "H", "H", "H", "C", "C", "O", "H", "H", "H", "H", "H", "H", "C", "C", "O", "H", "H", "H", "H", "H", "H", "O", "H", "H", "O", "H", "H", "O", "H", "H"],
  "coordinates": [[-2.40858, 3.51523, 0.38570], [-1.00158, 3.47689, -0.06813], [-0.21320, 2.43594, 0.41067], [-2.98796, 2.63629, 0.15572], [-2.84136, 4.34830, -0.20026], [-2.62754, 3.76877, 1.39847], [-0.52148, 4.46155, 0.21006], [-1.05496, 3.52369, -1.15925], [0.68208, 2.48599, -0.03597], [-2.86713, -1.10202, 2.83526], [-2.48495, -2.52844, 2.62726], [-1.43143, -2.84731, 3.53884], [-2.01224, -0.43346, 2.79400], [-3.32855, -1.03049, 3.80110], [-3.63450, -0.79859, 2.14176], [-2.08296, -2.62591, 1.60627], [-3.37550, -3.15847, 2.76066], [-1.50689, -3.76412, 3.88198], [2.30017, 1.65073, 3.73380], [0.86220, 1.95711, 4.28100], [-0.10684, 1.31480, 3.42592], [2.51262, 2.21101, 2.80723], [2.53463, 0.59102, 3.66903], [2.94236, 2.10303, 4.47003], [0.56803, 2.98660, 4.29462], [0.74674, 1.54674, 5.29598], [-0.13784, 1.81614, 2.59377], [-3.74816, 1.17638, -3.46380], [-2.91572, -0.08939, -3.37921], [-2.20650, -0.16721, -4.65027], [-4.51185, 1.25901, -2.70753], [-4.28347, 1.16092, -4.40146], [-3.19118, 2.11903, -3.50016], [-3.50274, -1.01155, -3.35892], [-2.17274, -0.07535, -2.59746], [-1.44013, 0.41855, -4.71979], [3.82116, 0.94689, 0.54855], [4.26002, 1.05872, -0.94481], [3.12068, 1.26258, -1.80969], [3.15038, 0.14506, 0.74537], [3.25117, 1.92152, 0.82357], [4.58224, 0.81482, 1.26245], [4.85074, 0.22174, -1.29276], [5.00657, 1.88217, -1.02112], [2.58337, 0.45811, -1.79615], [-0.09788, -5.46480, 1.44285], [0.68070, -4.99817, 0.15192], [1.40686, -6.09662, -0.39360], [-0.91404, -6.13010, 1.30199], [-0.42691, -4.54134, 1.88983], [0.71804, -5.84668, 2.09952], [1.36741, -4.20987, 0.45443], [0.07573, -4.55062, -0.63657], [1.87316, -5.78336, -1.19137], [0.36894, 2.38353, -3.26892], [1.07650, 1.42545, -4.18679], [0.13588, 1.18134, -5.15019], [-0.00133, 3.21609, -3.86286], [0.97598, 2.75252, -2.42779], [-0.57078, 1.89270, -2.94695], [1.32415, 0.46053, -3.62630], [1.99700, 1.83107, -4.64349], [0.48557, 0.84774, -5.96183], [0.70801, -1.38930, 2.76537], [-0.01088, -2.02614, 3.03545], [0.32863, -0.50842, 3.11702], [2.03209, -1.27698, -1.66994], [1.32946, -1.33108, -0.99620], [1.81865, -1.90145, -2.37537], [-0.11120, -0.92502, 0.31530], [0.29478, -1.05904, 1.18555], [-0.04169, 0.00498, 0.18659]]
}

=====

No. 3
{
  "formula": "C39H26F12IN6PS2Zr",
  "method": "wB97M-V/def2-TZVPD",
  "e_homo_ev": -13.899,
  "total_charge": 2,
  "homo_lumo_gap_ev": 6.669,
  "e_above_lowest_ev": 1.338,
  "largest_force_ha_per_bohr": 0.018,
  "lumo_energy_ev": -7.2301,
  "elements": ["Zr", "C", "C", "N", "N", "C", "S", "N", "N", "H", "H", "H", "H", "H", "H", "S", "C", "N", "F", "C", "F", "F", "C", "C", "C", "C", "C", "C", "P", "C", "C", "C", "C", "C", "C", "C", "F", "F", "F", "C", "C", "C", "C", "C", "C", "C", "F", "F", "F", "H", "H", "H", "H", "H", "H", "H", "H", "H", "H", "H", "H", "F", "C", "F", "F", "C", "C", "C", "C", "C", "C", "C", "C", "H", "H", "H", "H", "I", "C", "C", "C", "C", "C", "N", "H", "H", "H", "H"],
  "coordinates": [[-0.97746, 0.48675, -0.40409], [-4.10565, -0.90035, -4.85275], [-4.04569, -1.43257, -3.47430], [-4.66625, -2.46311, -3.00948], [-4.29019, -2.56351, -1.70615], [-3.43895, -1.62241, -1.32798], [-2.70524, -1.36111, 0.18291], [-3.27855, -0.87687, -2.44822], [-2.41645, 0.22120, -2.47965], [-4.69879, -1.58083, -5.45826], [-3.10917, -0.81882, -5.28978], [-4.57741, 0.08377, -4.87448], [-4.66570, -3.30959, -1.13745], [-1.73394, 0.10712, -3.22967], [-2.93963, 1.07669, -2.66962], [1.46505, 1.44212, 1.67266], [2.52880, 2.76413, 1.49768], [3.32428, 3.59327, 1.41884], [0.05303, -4.96918, 5.84455], [-0.99854, -4.55285, 5.13068], [-1.72508, -5.63362, 4.80844], [-1.74952, -3.77095, 5.91264], [-0.54677, -3.83096, 3.88109], [0.12614, -4.55940, 2.90789], [0.54784, -3.93016, 1.74992], [0.28961, -2.57406, 1.55885], [-0.37173, -1.85022, 2.54863], [-0.78740, -2.47637, 3.71460], [0.81970, -1.71270, 0.05517], [0.58374, -2.86836, -1.32821], [1.46915, -2.90879, -2.40217], [1.18800, -3.69667, -3.50861], [0.02027, -4.44305, -3.54360], [-0.85529, -4.43633, -2.46671], [-0.57666, -3.64802, -1.36235], [-0.32725, -5.23532, -4.78054], [-0.96946, -4.43780, -5.66330], [0.75682, -5.71685, -5.38614], [-1.14439, -6.25575, -4.50027], [2.59315, -1.38274, 0.24164], [3.27558, -0.63143, -0.71383], [4.60559, -0.29792, -0.52172], [5.25135, -0.70415, 0.63474], [4.58487, -1.45678, 1.59133], [3.25641, -1.79845, 1.39579], [6.70046, -0.34843, 0.87700], [7.16044, 0.51399, -0.03351], [6.85572, 0.20445, 2.08787], [7.46640, -1.44779, 0.83187], [0.32256, -5.61295, 3.05959], [1.07985, -4.49530, 0.99421], [-0.54940, -0.78505, 2.43141], [-1.29868, -1.91656, 4.48538], [2.39086, -2.34282, -2.38046], [1.88160, -3.73375, -4.33809], [-1.73751, -5.06262, -2.48443], [-1.24389, -3.66607, -0.51152], [2.77349, -0.28523, -1.60626], [5.13336, 0.28839, -1.26090], [5.10103, -1.77259, 2.48854], [2.74418, -2.37639, 2.15316], [2.65155, 8.03661, 3.45086], [2.18887, 8.01305, 2.19761], [1.35478, 9.06149, 2.05083], [3.22112, 8.20310, 1.36957], [1.46055, 6.72825, 1.89113], [1.28444, 6.35541, 0.56493], [0.58488, 5.20077, 0.26658], [0.07654, 4.41109, 1.29605], [0.25008, 4.79382, 2.62035], [0.94124, 5.95851, 2.91874], [-0.62464, 3.14441, 0.96667], [-0.10289, 1.90427, 1.09456], [1.70368, 6.96181, -0.22692], [0.45567, 4.89899, -0.76688], [-0.14450, 4.17748, 3.41971], [1.08804, 6.25775, 3.94734], [0.57685, 1.51619, -2.38302], [-2.00541, 3.22573, 0.46503], [-2.72424, 4.41585, 0.43226], [-4.05829, 4.39168, 0.06783], [-4.65738, 3.17813, -0.25870], [-3.87943, 2.04356, -0.24623], [-2.57678, 2.05739, 0.08058], [-2.23534, 5.33691, 0.71521], [-4.63595, 5.30678, 0.05407], [-5.70599, 3.11780, -0.51157], [-4.30613, 1.07486, -0.47914]]
}

=====

No. 4
{
  "formula": "C12H26HfNO3P2",
  "method": "wB97M-V/def2-TZVPD",
  "e_homo_ev": -17.196,
  "total_charge": 3,
  "homo_lumo_gap_ev": 6.408,
  "e_above_lowest_ev": 0.265,
  "largest_force_ha_per_bohr": 0.075,
  "lumo_energy_ev": -10.7875,
  "elements": ["Hf", "P", "C", "C", "N", "C", "C", "C", "C", "C", "P", "H", "H", "H", "H", "H", "H", "H", "H", "O", "H", "H", "O", "H", "C", "H", "H", "H", "C", "H", "H", "H", "C", "H", "H", "H", "C", "H", "H", "H", "C", "O", "H", "H", "H"],
  "coordinates": [[-1.54493, -0.11451, 0.11551], [0.97919, 3.02380, -0.55791], [1.85139, 1.38933, -0.44761], [1.69735, 0.22304, 0.55603], [0.52889, -0.50365, 0.65814], [0.55686, -1.76971, 1.17582], [1.69675, -2.27013, 1.77028], [2.85796, -1.50861, 1.79595], [2.83415, -0.26912, 1.18173], [-0.69001, -2.65886, 1.08614], [-2.03965, -2.53567, -0.24173], [3.74838, 0.31568, 1.12791], [1.67045, -3.28460, 2.17507], [3.75825, -1.89176, 2.26665], [-0.35760, -3.69209, 0.88379], [-1.18400, -2.69618, 2.07581], [1.80151, 0.99455, -1.42789], [2.90591, 1.74369, -0.32306], [2.89406, 0.80914, -5.80428], [3.44101, 0.10397, -6.09548], [3.73738, -0.33650, -5.28234], [0.33188, 3.17693, -1.82211], [-0.98239, 1.36048, -1.20628], [-1.29252, 1.38320, -2.12609], [-1.37241, -3.55242, -1.58834], [-1.17410, -4.58556, -1.27256], [-2.09164, -3.56472, -2.41809], [-0.44210, -3.11354, -1.96895], [-3.42962, -3.50008, 0.43106], [-4.34311, -3.21951, -0.11077], [-3.29418, -4.58698, 0.32680], [-3.59700, -3.26869, 1.49106], [-0.14156, 3.27508, 0.83556], [0.09371, 4.22835, 1.34325], [-1.18127, 3.32172, 0.47701], [-0.03962, 2.46412, 1.57591], [2.14684, 4.40603, -0.47484], [1.60125, 5.34609, -0.65026], [2.62962, 4.47231, 0.51128], [2.91940, 4.30318, -1.24773], [-3.53146, 1.34489, 2.28278], [-2.73750, 0.57230, 1.39152], [-2.92257, 2.16081, 2.70071], [-3.91855, 0.72155, 3.10275], [-4.37440, 1.78264, 1.72785]]
}

=====

No. 5
{
  "formula": "C13H33N5NbO11",
  "method": "wB97M-V/def2-TZVPD",
  "e_homo_ev": -4.116,
  "total_charge": -1,
  "homo_lumo_gap_ev": 5.898,
  "e_above_lowest_ev": 1.686,
  "largest_force_ha_per_bohr": 0.135,
  "lumo_energy_ev": 1.7822,
  "elements": ["C", "C", "C", "C", "C", "Nb", "C", "O", "C", "C", "H", "H", "H", "H", "H", "H", "H", "H", "H", "H", "H", "H", "H", "H", "H", "H", "H", "H", "C", "N", "O", "O", "H", "H", "H", "C", "N", "O", "O", "H", "H", "H", "C", "N", "O", "O", "H", "H", "H", "C", "N", "O", "O", "H", "H", "H", "C", "N", "O", "O", "H", "H", "H"],
  "coordinates": [[-0.29927, -3.32272, 1.91967], [-1.11232, -2.27480, 1.95451], [-1.94300, -0.91078, 2.11570], [-1.21042, 0.37681, 1.40819], [-0.76502, 0.09213, -0.13001], [1.51834, 0.19694, -0.39635], [1.67731, 2.19252, 0.74319], [2.93951, 2.37839, 1.45933], [3.01369, 1.57557, 2.66110], [4.47160, 1.91889, 3.33731], [0.60011, -4.03708, 1.76737], [-1.95231, -0.66388, 3.25862], [-3.04415, -1.03256, 1.80181], [-0.25552, 0.56194, 2.04981], [-1.89527, 1.32439, 1.44093], [-1.29017, 0.89037, -0.80236], [-1.16650, -0.95103, -0.47325], [1.28893, 1.10007, -1.96867], [3.34586, 0.23625, -0.57920], [1.64522, -0.78828, 1.15958], [1.39387, -1.34509, -1.38025], [0.73747, 2.41892, 1.40623], [1.65560, 3.01992, -0.08599], [3.04144, 0.43010, 2.46648], [2.20060, 1.81167, 3.44833], [4.73439, 3.03784, 3.26585], [5.33531, 1.34704, 2.80417], [4.45435, 1.65899, 4.47427], [-4.33478, 1.92030, 4.92096], [-4.30749, 1.45272, 3.51029], [-3.58821, 2.06235, 2.73107], [-5.00981, 0.48857, 3.23418], [-3.66870, 2.77672, 5.02051], [-5.36192, 2.20110, 5.15435], [-3.99760, 1.09447, 5.54768], [1.46200, 3.86815, -4.99073], [1.09034, 3.04291, -3.81207], [0.65385, 1.91750, -4.03008], [1.24911, 3.55474, -2.70764], [1.26999, 3.29450, -5.89684], [0.84751, 4.76802, -4.96661], [2.52190, 4.10934, -4.90499], [2.09289, -6.58603, 1.79609], [2.98179, -7.77679, 1.84812], [4.18104, -7.59028, 1.69112], [2.44458, -8.85948, 2.04527], [2.70106, -5.69995, 1.61604], [1.38476, -6.73961, 0.98156], [1.58239, -6.51466, 2.75678], [-1.58216, -2.67685, -3.48832], [-0.43742, -3.33309, -2.80499], [0.27946, -4.06377, -3.48223], [-0.29642, -3.09342, -1.61685], [-1.58597, -2.97742, -4.53561], [-2.49446, -3.00443, -2.98946], [-1.44539, -1.59874, -3.39662], [-2.69325, 3.35447, -3.42735], [-2.33398, 3.11012, -4.84911], [-1.77583, 4.01927, -5.45368], [-2.62260, 2.01568, -5.31110], [-2.37897, 4.36093, -3.15309], [-3.77481, 3.25038, -3.33907], [-2.17257, 2.60975, -2.82393]]
}

=====

No. 6
{
  "formula": "C10H31NO11S2",
  "method": "wB97M-V/def2-TZVPD",
  "e_homo_ev": -10.350,
  "homo_lumo_gap_ev": 10.399,
  "e_above_lowest_ev": 0.000,
  "largest_force_ha_per_bohr": 0.070,
  "lumo_energy_ev": 0.0487,
  "smiles": "CCOS(C)(=O)=O.CCOS(C)(=O)=O.C[N+](=O)[O-].CO.CO.CO",
  "elements": ["C", "C", "O", "S", "C", "O", "O", "H", "H", "H", "H", "H", "H", "H", "H", "C", "C", "O", "S", "C", "O", "O", "H", "H", "H", "H", "H", "H", "H", "H", "C", "N", "O", "O", "H", "H", "H", "C", "O", "H", "H", "H", "H", "C", "O", "H", "H", "H", "H", "C", "O", "H", "H", "H", "H"],
  "coordinates": [[-2.10789, 5.92453, -0.18002], [-0.73130, 5.55756, 0.40824], [-0.63252, 5.83065, 1.82754], [0.88061, 6.43973, 2.25052], [0.30271, 7.02719, 3.86909], [1.76240, 5.33252, 2.39159], [1.10042, 7.67268, 1.47295], [-2.03874, 5.95964, -1.26725], [-2.17520, 6.96083, 0.15112], [-2.95318, 5.26961, 0.03134], [-0.39247, 4.59981, 0.01326], [-0.00937, 6.20249, -0.09275], [-0.52122, 7.69895, 3.62828], [0.97521, 7.73336, 4.35609], [-0.00316, 6.27263, 4.59379], [1.01494, -7.22525, -2.39381], [0.07498, -6.47227, -1.54697], [0.26851, -5.06606, -1.87226], [-0.00575, -3.83081, -0.79076], [-1.26438, -2.88643, -1.75508], [-0.68669, -4.34533, 0.38902], [1.19737, -3.02296, -0.82350], [1.99733, -6.75501, -2.35058], [0.65360, -7.36580, -3.41253], [1.15450, -8.17814, -1.88331], [-0.98116, -6.72888, -1.62952], [0.29886, -6.59863, -0.48773], [-1.29061, -1.84142, -1.44629], [-2.25845, -3.33245, -1.72347], [-0.93345, -2.91000, -2.79337], [0.30627, 0.12556, -0.91191], [0.92909, 1.23501, -0.19065], [1.55303, 0.95703, 0.87053], [0.77314, 2.30526, -0.76353], [0.25270, -0.68333, -0.18327], [0.83690, -0.21323, -1.80171], [-0.61718, 0.59658, -1.24879], [0.32467, -1.89359, 2.65298], [-1.10197, -1.95940, 3.10601], [0.95611, -2.12656, 3.51037], [0.55930, -2.55606, 1.81981], [0.49504, -0.85264, 2.37820], [-1.21580, -2.40438, 3.94900], [3.18065, -2.35907, -3.45615], [4.43344, -2.83613, -2.97777], [2.43135, -3.12888, -3.64066], [2.59578, -1.70614, -2.80830], [3.32581, -1.71437, -4.32298], [4.43139, -2.87620, -2.01861], [-3.10373, 0.98341, 1.16227], [-2.41553, -0.16924, 0.60651], [-3.73674, 1.29377, 0.33095], [-3.60830, 0.75909, 2.10205], [-2.42946, 1.73855, 1.56628], [-1.85185, -0.43780, 1.33572]]
}